No. 1
Computed, not measured: 2 unconnected molecules or ions with the total composition C16H36Cl2N2O2S in a non-equilibrium geometry, with the ωB97M-V functional and the def2-TZVPD basis.

Atoms and positions in Å:
C 4.46049 3.66630 -0.35245
C 5.03019 2.78290 -1.47930
C 4.91134 1.26743 -1.17604
C 4.28350 0.47516 -2.32074
C 2.74958 0.50406 -2.28346
C 2.23750 -0.41620 -1.18604
N 0.78200 -0.58567 -1.11258
C -0.00429 0.66498 -0.94560
S 0.80295 1.88789 0.11134
C -1.39267 0.27723 -0.37051
O -2.36995 0.37178 -1.41008
C -3.67942 0.66802 -0.98807
C -3.98361 2.08690 -0.45405
Cl -4.19258 2.04144 1.33109
C -3.04262 3.17742 -0.99814
C -3.71753 3.96935 -2.10502
Cl -2.54883 4.36244 0.26903
H 4.43922 3.13962 0.59009
H 3.45633 3.98475 -0.60697
H 5.06257 4.56291 -0.26257
H 6.08625 3.00784 -1.56200
H 4.51621 2.97897 -2.41315
H 5.88991 0.85581 -0.95394
H 4.32639 1.15714 -0.26774
H 4.67184 0.85815 -3.26005
H 4.58563 -0.56606 -2.22034
H 2.37961 0.18219 -3.25364
H 2.46213 1.54000 -2.10819
H 2.64533 -1.40202 -1.40545
H 2.64549 -0.14516 -0.22514
H 0.52502 -0.93995 -2.03050
H -0.21909 1.09824 -1.91838
H 0.41663 1.47488 1.32794
H -1.32951 -0.75907 -0.06096
H -1.63632 0.87028 0.50361
H -3.99656 -0.03462 -0.21847
H -4.31789 0.47965 -1.84594
H -4.97140 2.33990 -0.80833
H -2.10993 2.77860 -1.36201
H -2.94914 4.39354 -2.73987
H -4.32076 3.32118 -2.73421
H -4.29901 4.77612 -1.67970
C -0.56196 -4.17386 1.38564
C -0.79948 -3.07446 2.41544
C -1.05283 -3.59470 3.83740
O -2.34414 -4.12975 4.05185
C -2.52141 -5.47180 3.63966
N -1.88235 -2.20883 1.94004
H -1.48935 -4.66556 1.09228
H -0.12373 -3.74804 0.48286
H 0.12316 -4.93320 1.76818
H 0.11185 -2.47015 2.45975
H -0.97415 -2.74870 4.52542
H -0.28565 -4.32200 4.13447
H -1.61215 -6.06120 3.78875
H -2.82827 -5.53191 2.59279
H -3.31756 -5.89997 4.24814
H -1.96814 -1.40950 2.56308
H -2.75882 -2.71063 2.06077

Its total charge is 0.

***

No. 2
Computed, not measured: a molecular structure, C16H36F12NO16S4Sn in a non-equilibrium geometry, with the ωB97M-V functional and the def2-TZVPD basis.

Atoms and positions in Å:
Sn 20.67395 16.76093 -14.17056
C 23.81350 14.45145 -12.87984
F 24.27851 13.22557 -12.70849
F 22.48717 14.31928 -12.98324
F 24.14354 15.34030 -11.92170
S 24.55518 15.12728 -14.56523
O 25.96692 15.15630 -14.26540
O 24.11900 14.15662 -15.52550
N 23.70501 16.64737 -14.64790
S 24.85232 17.56932 -15.09521
O 25.66312 18.00549 -13.98501
O 25.49325 17.17710 -16.36338
C 23.71387 19.10700 -15.52888
F 23.01378 19.53498 -14.43999
F 24.58096 20.10093 -15.82518
F 22.91187 18.87265 -16.59891
C 20.06241 11.23637 -13.74264
F 18.82260 11.36800 -13.24787
F 21.02763 11.46934 -12.87051
F 20.22029 10.03767 -14.21560
S 20.35010 12.51979 -15.19331
O 20.21039 13.82703 -14.56599
O 21.69414 12.28153 -15.68620
O 19.33977 12.21845 -16.21698
C 22.04143 17.36712 -19.54370
F 21.15265 18.39245 -19.65411
F 22.33551 16.87431 -20.75382
F 23.13365 17.83684 -18.98656
S 21.28197 16.01586 -18.44714
O 22.28189 14.96602 -18.20087
O 20.83811 16.62100 -17.19483
O 20.21256 15.44966 -19.22296
C 19.04183 13.34185 -10.50600
C 19.99998 14.45195 -11.01847
O 19.27641 15.28555 -11.92367
H 19.49467 12.73964 -9.71836
H 18.65410 12.70681 -11.30255
H 18.22117 13.86508 -10.01525
H 20.81535 13.91307 -11.50105
H 20.43428 15.01243 -10.19061
H 18.36472 15.34651 -11.62921
C 19.09773 17.43294 -8.58373
C 18.72757 16.40261 -7.58087
O 17.69126 15.62566 -8.10670
H 19.60977 17.01264 -9.44932
H 19.84688 18.08671 -8.13712
H 18.24473 18.03982 -8.88737
H 18.45406 16.78712 -6.59830
H 19.60756 15.77857 -7.42507
H 17.57136 14.94784 -7.43754
C 20.45634 20.81378 -17.24412
C 19.52569 19.85222 -16.49887
O 20.01175 19.60269 -15.19280
H 21.39866 20.33198 -17.50487
H 20.68060 21.66912 -16.60678
H 20.04337 21.18230 -18.18313
H 19.28330 18.98407 -17.11177
H 18.52535 20.26589 -16.37115
H 19.89374 20.40968 -14.68638
C 23.16968 19.56612 -11.51692
C 21.71057 19.22958 -11.45035
O 21.55429 17.86282 -11.35227
H 23.27757 20.64794 -11.59534
H 23.67773 19.05615 -12.33540
H 23.71723 19.23381 -10.63496
H 21.24851 19.59757 -12.36642
H 21.18499 19.73193 -10.63826
H 21.72301 17.62150 -10.43856
C 17.46591 20.18964 -11.47203
C 17.61515 19.23604 -12.63934
O 18.47913 18.16559 -12.33833
H 18.44857 20.40554 -11.05265
H 16.97224 19.66507 -10.65396
H 16.96740 21.14117 -11.65695
H 17.98437 19.86484 -13.44950
H 16.65804 18.81488 -12.94701
H 18.00133 17.55488 -11.77234
C 17.12232 14.46652 -14.84160
C 17.64410 15.55247 -15.80777
O 17.82172 16.81213 -15.19522
H 17.65978 14.25071 -13.91820
H 17.07229 13.49578 -15.33481
H 16.10809 14.67228 -14.49940
H 16.90893 15.60705 -16.61068
H 18.60587 15.22883 -16.20571
H 16.93314 17.06806 -14.93731

Its total charge is -1.

***

No. 3
Computed, not measured: 2 unconnected molecules or ions with the total composition C16H36FNO6P in a non-equilibrium geometry, with the ωB97M-V functional and the def2-TZVPD basis.

Atoms and positions in Å:
C 0.57610 6.65233 -1.42825
C 0.68548 5.87657 -2.77365
O -0.06847 4.67464 -2.62152
C 0.62829 3.52524 -3.06069
C 1.82443 3.12368 -2.16679
C 1.41560 2.30473 -0.90556
C 0.44879 3.11178 0.04066
C -0.86657 2.36966 0.30330
F -1.71156 2.36426 -0.78588
C 2.69295 2.03829 -0.07399
N 3.67959 1.11911 -0.73721
C 2.97694 0.06595 -1.55455
C 1.47957 -0.06446 -1.22137
O 0.73205 1.12548 -1.33741
H 1.31693 6.20400 -0.74533
H -0.40309 6.41127 -0.99149
H 0.72271 7.72736 -1.56083
H 0.30283 6.49911 -3.59815
H 1.75267 5.69293 -2.97067
H 0.96310 3.66157 -4.10249
H -0.09033 2.69374 -3.04219
H 2.46289 2.45222 -2.77450
H 2.41934 3.98666 -1.82656
H 0.30395 4.14011 -0.30185
H 0.93288 3.19094 1.03310
H -1.39178 2.91909 1.10105
H -0.65896 1.35825 0.67957
H 3.19405 3.01131 0.03930
H 2.47211 1.72160 0.95468
H 4.25188 1.66796 -1.38292
H 4.30652 0.73837 -0.02733
H 3.43634 -0.89983 -1.29364
H 3.18590 0.19996 -2.62170
H 1.07019 -0.76173 -1.96822
H 1.36022 -0.57246 -0.24683
O -4.01928 -4.24512 2.07833
P -2.70769 -3.51828 2.05909
O -2.21973 -3.74447 0.50201
C -2.89010 -3.00830 -0.52229
C -2.60929 -1.52011 -0.43175
O -1.80851 -4.63708 2.85259
C -2.38803 -5.74975 3.53648
C -2.47863 -6.95730 2.62563
O -1.55466 -2.35565 2.35053
C -0.24939 -2.61459 2.86442
C 0.65150 -3.34605 1.89045
H -3.96506 -3.20241 -0.47402
H -2.52761 -3.39398 -1.47557
H -3.03587 -1.09236 0.47979
H -3.04007 -0.99428 -1.28500
H -1.53419 -1.33183 -0.40572
H -3.35535 -5.48831 3.96191
H -1.73028 -5.98159 4.37721
H -2.98847 -6.72176 1.69084
H -3.01623 -7.76904 3.11775
H -1.48000 -7.30969 2.36181
H -0.30481 -3.12420 3.82439
H 0.18888 -1.63335 3.07111
H 0.26151 -4.32452 1.61911
H 1.63771 -3.48991 2.33696
H 0.76009 -2.77576 0.96387

Its total charge is +1.

***

Number 1: E_HOMO -8.9 eV, Kohn-Sham gap 9.4976 eV. Number 2: E_HOMO -5.9 eV, Kohn-Sham gap 6.4588 eV. Number 3: E_HOMO -12.0 eV, Kohn-Sham gap 8.4583 eV.